# 1
# C6H14O

A cluster of 2 separate species, C6H14O in total at a distorted geometry (ωB97M-V/def2-TZVPD, OMol25).

LUMO energy (eV): 1.0
Energy relative to the best compared isomer or geometry (same formula, charge and spin) (kJ/mol): 272.20
E_HOMO (eV): -8.47
Orbital gap (eV): 9.43

ORCA input file:
```
! RIJCOSX wB97M-V def2-TZVPD def2/J DEFGRID3
* xyz 0 1
C -2.041 0.489 -0.950
C -0.807 0.943 -0.717
C 0.423 0.086 -0.860
C 1.520 0.303 0.188
C 2.788 -0.471 -0.146
O 3.746 -0.209 0.862
H -2.247 -0.547 -1.229
H -2.935 1.095 -0.817
H -0.687 1.974 -0.383
H 0.841 0.287 -1.856
H 0.130 -0.975 -0.863
H 1.779 1.367 0.255
H 1.178 -0.004 1.183
H 2.563 -1.549 -0.212
H 3.159 -0.154 -1.135
H 4.551 -0.693 0.642
C -2.811 -0.396 1.192
H -3.765 -0.610 0.661
H -3.038 0.283 2.006
H -2.400 -1.347 1.520
H -1.947 0.128 0.659
*
```

# 2
# C6H14O

An isolated molecule of C6H14O at a distorted geometry (ωB97M-V/def2-TZVPD, OMol25).

LUMO energy (eV): 1.0
Energy relative to the best compared isomer or geometry (same formula, charge and spin) (kJ/mol): 96.87
E_HOMO (eV): -10.35
Orbital gap (eV): 11.31

ORCA input file:
```
! RIJCOSX wB97M-V def2-TZVPD def2/J DEFGRID3
* xyz 0 1
C 0.642 2.462 -0.665
C 1.458 1.186 -0.914
C 0.737 -0.062 -0.239
C -0.787 -0.066 -0.442
C -1.326 -1.483 -0.056
C -0.744 -1.980 1.248
O -0.915 -1.096 2.371
H 0.612 2.647 0.399
H -0.349 2.362 -1.104
H 1.246 3.297 -1.118
H 1.642 0.851 -1.946
H 2.465 1.222 -0.512
H 1.051 -0.013 0.797
H 1.185 -0.970 -0.716
H -1.121 0.185 -1.446
H -1.237 0.667 0.270
H -0.903 -2.105 -0.892
H -2.426 -1.489 -0.003
H -1.186 -2.920 1.577
H 0.280 -2.346 1.134
H -0.324 -0.350 2.258
*
```